No. 1
The following is a DFT calculation (ωB97M-V/def2-TZVPD) of 2 unconnected molecules or ions with the total composition CHNO4S at a distorted geometry.

Output
⟨S²⟩: 2.015
Energy relative to the best compared isomer or geometry (same formula, charge and spin) in kcal/mol: 0.6
LUMO level (spin up / spin down) in eV: -1.48 / -2.87
HOMO-LUMO gap (spin up / spin down) in eV: 8.1691 / 7.7575
F_max in Eh/bohr: 0.0365
Multiplicity: 3
Net charge: 0

Element x y z (Å)
C  0.111  -0.894  0.641
N  -0.537  1.666  0.807
O  -0.081  2.122  1.778
O  -1.172  1.970  -0.128
O  0.495  -2.364  -1.550
O  1.483  -0.086  -1.446
S  0.545  -1.050  -0.957
H  -0.845  -1.365  0.855

natural (NBO) atomic charges, in units of e: -0.51 0.53 -0.25 -0.27 -0.81 -0.83 1.95 0.19

---

No. 2
The following is a DFT calculation (ωB97M-V/def2-TZVPD) of a molecular structure, C17H24B2CaF8O15 at a distorted geometry.

Output
Energy relative to the best compared isomer or geometry (same formula, charge and spin) in kcal/mol: 34.3
LUMO level in eV: 0.54
HOMO-LUMO gap in eV: 11.2516
F_max in Eh/bohr: 0.0422
Net charge: 0

Element x y z (Å)
Ca  -0.380  -0.313  0.388
B  -3.076  0.237  -0.002
F  -2.085  1.232  -0.294
F  -3.183  0.319  1.414
F  -4.258  0.498  -0.637
F  -2.527  -1.042  -0.224
B  2.358  -1.165  0.448
F  1.540  -1.361  -0.686
F  3.225  -2.237  0.664
F  3.044  0.026  0.242
F  1.435  -1.026  1.497
C  0.455  -5.521  2.738
C  -0.705  -6.025  1.888
O  -1.174  -4.868  1.251
C  -0.206  -3.905  1.296
O  -0.195  -2.949  0.604
O  0.773  -4.248  2.158
H  1.272  -6.218  2.888
H  0.073  -5.238  3.724
H  -1.447  -6.471  2.550
H  -0.363  -6.834  1.238
C  1.444  3.760  4.070
C  2.167  4.132  2.774
O  1.450  3.441  1.768
C  0.720  2.483  2.354
O  0.167  1.620  1.782
O  0.667  2.626  3.690
H  0.788  4.577  4.369
H  2.099  3.503  4.897
H  3.218  3.844  2.806
H  2.178  5.215  2.664
C  -2.620  -1.786  5.409
C  -2.934  -3.017  4.574
O  -2.489  -2.648  3.263
C  -1.713  -1.568  3.349
O  -1.126  -1.034  2.483
O  -1.738  -1.035  4.604
H  -2.140  -2.077  6.338
H  -3.561  -1.247  5.535
H  -3.910  -3.493  4.602
H  -2.283  -3.843  4.894
C  0.544  4.159  -4.332
C  1.527  4.088  -3.146
C  1.017  4.812  -1.909
O  0.634  3.755  -1.028
C  1.050  2.569  -1.514
O  0.848  1.536  -0.956
O  1.610  2.730  -2.711
H  0.987  3.461  -5.044
H  0.580  5.157  -4.760
H  -0.425  3.763  -4.042
H  2.528  4.386  -3.455
H  0.159  5.452  -2.115
H  1.743  5.430  -1.377
C  0.117  0.506  -6.120
C  -0.197  -0.701  -5.266
C  0.996  -1.505  -4.741
O  0.760  -1.549  -3.325
C  -0.329  -0.846  -2.993
O  -0.708  -0.688  -1.879
O  -0.869  -0.288  -4.076
H  0.647  1.199  -5.466
H  -0.805  1.033  -6.369
H  0.642  0.210  -7.024
H  -0.894  -1.392  -5.748
H  1.972  -1.068  -4.939
H  0.901  -2.550  -5.032

natural (NBO) atomic charges, in units of e: 1.81 1.33 -0.59 -0.58 -0.54 -0.57 1.33 -0.58 -0.55 -0.56 -0.59 -0.09 -0.10 -0.48 1.00 -0.58 -0.47 0.21 0.17 0.19 0.18 -0.10 -0.10 -0.47 1.01 -0.62 -0.47 0.18 0.20 0.19 0.19 -0.10 -0.10 -0.47 1.02 -0.62 -0.48 0.20 0.19 0.21 0.17 -0.63 0.07 -0.10 -0.48 1.00 -0.61 -0.49 0.22 0.22 0.23 0.20 0.20 0.19 -0.63 0.07 -0.10 -0.47 1.02 -0.64 -0.49 0.22 0.23 0.22 0.18 0.20 0.20

---

No. 3
The following is a DFT calculation (ωB97M-V/def2-TZVPD) of a single C3H7NOS molecule at a distorted geometry.

Output
⟨S²⟩: 2.007
Energy relative to the best compared isomer or geometry (same formula, charge and spin) in kcal/mol: 104.4
LUMO level (spin up / spin down) in eV: 0.64 / -1.95
HOMO-LUMO gap (spin up / spin down) in eV: 6.4993 / 7.6940
F_max in Eh/bohr: 0.1252
Multiplicity: 3
Net charge: 0

Element x y z (Å)
C  -1.104  0.041  1.018
C  0.910  1.862  -0.532
C  -0.224  0.611  -0.242
N  2.016  1.417  -0.547
O  3.903  -0.410  -0.076
S  2.432  -0.415  0.143
H  -0.591  -0.617  1.645
H  -1.483  -0.834  0.459
H  0.181  -0.298  -0.837
H  -1.807  0.547  1.692
H  -1.002  0.781  -1.030
H  2.952  1.604  -0.797
H  2.090  0.100  1.328

natural (NBO) atomic charges, in units of e: -0.63 0.42 -0.56 -0.76 -0.90 0.84 0.21 0.23 0.24 0.23 0.23 0.44 0.01